[1]
# C29H86N6O11

11 unconnected molecules or ions with the total composition C29H86N6O11 (wB97M-V/def2-TZVPD, OMol25).

Summary:
**HOMO level**: -8.60 eV
**Energy above the lowest of the compared OMol25 structures with the same formula, charge and spin**: 3.2578 eV
**Multiplicity**: 1
**SMILES string**: COC[C@H](C)N.COC[C@H](C)N.COC[C@H](C)N.COC[C@H](C)N.COC[C@H](C)N.COC[C@H](C)N.CO.CO.CO.CO.CO

The geometry in XYZ format:
```
132
Properties=species:S:1:pos:R:3:forces:R:3
C 10.2386 13.5127 10.8023 -0.71 1.20 2.04
O 11.3569 13.2956 10.0500 1.57 -0.85 -1.68
H 9.7917 14.4531 10.4796 -0.73 -0.17 0.14
H 9.5470 12.6856 10.9622 -0.18 -0.05 -0.69
H 10.6436 13.6840 11.7996 -0.26 0.20 0.32
H 11.1210 13.1765 9.1270 0.06 -0.06 -0.22
C 13.3097 15.5983 11.9703 -0.14 0.15 0.71
O 13.7063 15.0246 10.7468 0.07 0.05 -0.03
H 14.1078 15.5290 12.7095 0.04 -0.02 -0.10
H 13.0146 16.6422 11.8646 0.07 0.15 -0.08
H 12.4492 15.0476 12.3502 -0.05 0.02 0.34
H 12.8710 14.7006 10.4018 -0.01 -0.40 -0.80
C 17.7319 14.5551 12.7127 0.22 -1.67 0.12
O 18.9646 15.2144 12.4596 -0.68 0.51 0.46
H 17.9404 13.4853 12.7080 -0.12 -0.45 -0.44
H 17.3458 14.6204 13.7299 0.40 1.13 0.15
H 16.9062 14.7180 12.0200 0.23 0.48 -0.22
H 19.1164 15.2196 11.5117 -0.12 -0.03 -0.09
C 12.7635 12.0930 18.5663 -0.04 -1.02 -0.02
O 11.5832 12.4673 17.8076 1.27 0.02 0.60
H 13.2987 11.2362 18.1570 -0.62 -0.52 -0.49
H 13.6070 12.7833 18.5773 -0.83 1.03 0.10
H 12.4634 11.7800 19.5663 0.21 0.41 0.13
H 10.8160 12.1379 18.2814 0.04 -0.05 0.05
C 15.9615 13.4223 8.7060 0.71 -0.74 -1.59
O 16.2286 14.6410 9.2882 -0.01 0.95 1.45
H 16.6913 13.4030 7.8966 -0.23 -0.64 -0.34
H 16.1470 12.5583 9.3441 -0.10 -0.09 0.21
H 14.9546 13.3796 8.2908 -0.14 -0.19 -0.04
H 15.5872 14.6859 10.0011 -0.23 0.73 0.27
C 16.5123 7.4968 17.3879 -0.56 -0.44 -0.74
C 16.8058 7.9708 15.9616 0.30 -0.85 -0.13
C 15.5361 7.9944 15.1146 0.04 0.36 0.03
O 15.0507 6.7030 14.9861 -0.60 -1.32 -0.10
C 13.8490 6.5760 14.2144 1.23 0.39 0.32
N 17.4682 9.2509 16.0432 -0.23 0.80 0.50
H 16.0183 6.5270 17.3278 -0.05 -0.01 0.10
H 15.7853 8.2064 17.7829 0.00 0.04 0.49
H 17.3785 7.3840 18.0399 0.07 0.33 -0.20
H 17.4946 7.2631 15.5002 0.02 -0.18 -0.16
H 15.6887 8.4534 14.1378 0.42 0.04 -0.27
H 14.7936 8.6413 15.5818 -0.34 0.20 0.40
H 14.0811 6.7620 13.1658 -0.13 0.12 -0.20
H 13.1431 7.3285 14.5661 -0.44 -0.18 -0.03
H 13.5014 5.5474 14.3106 -0.13 0.22 0.20
H 17.0126 9.6868 16.8321 0.31 0.48 0.43
H 17.2114 9.8769 15.2933 0.05 -0.11 -0.64
C 10.2909 9.9164 14.2437 0.61 -1.86 -1.32
C 9.4997 10.7351 13.2053 0.85 -0.09 0.13
C 8.4696 9.9588 12.3188 0.76 0.41 1.30
O 9.0850 9.1007 11.4181 1.27 -0.95 -0.87
C 9.6513 9.6464 10.2170 -1.19 0.04 0.32
N 8.8934 11.7735 13.9691 -2.04 0.29 -0.12
H 10.6769 9.0367 13.7287 0.16 -0.43 0.09
H 9.7168 9.5356 15.0884 -0.55 0.12 -0.13
H 11.1739 10.3674 14.6964 -0.14 0.72 -0.31
H 10.2217 11.2008 12.5345 0.23 -0.07 -0.28
H 7.7605 10.6429 11.8527 0.10 0.37 -0.15
H 7.8894 9.3184 12.9831 -0.16 -0.11 0.03
H 8.8146 9.7397 9.5246 0.03 0.38 -0.34
H 10.3654 8.9780 9.7361 0.01 -0.28 0.57
H 10.1235 10.6185 10.3584 0.07 0.08 0.14
H 9.5977 12.4138 14.3069 0.28 0.17 0.06
H 8.6436 11.2381 14.7882 -0.77 0.68 0.57
C 9.5182 15.0073 16.0242 0.21 0.39 0.51
C 10.8091 14.6647 15.2666 -0.74 1.95 0.34
C 12.0943 15.2760 15.9045 -1.12 0.32 -0.67
O 13.3295 14.8093 15.2386 -2.05 1.16 1.06
C 14.4852 15.4307 15.7304 1.68 -0.50 0.61
N 10.9306 13.2599 15.1431 0.73 0.15 -0.78
H 9.5330 14.6046 17.0370 0.05 0.01 0.18
H 8.6167 14.6239 15.5463 0.30 -0.35 -0.31
H 9.3430 16.0816 16.0814 0.24 0.14 0.17
H 10.6321 15.1778 14.3213 0.43 -0.41 -0.63
H 11.9698 15.0872 16.9708 1.05 -0.56 0.27
H 11.9169 16.3478 15.8154 0.80 0.37 -0.24
H 14.6533 16.5074 15.7089 -1.07 0.38 -0.60
H 15.3466 15.0239 15.2006 -0.15 -0.17 -0.39
H 14.7245 15.1891 16.7660 -0.50 -0.34 0.41
H 11.8113 13.2589 14.6486 0.51 -1.32 -0.14
H 11.1138 12.9552 16.0884 0.27 -0.66 0.06
C 12.6682 8.8835 7.3038 -0.17 -0.53 -0.32
C 13.3368 9.3838 8.5569 0.16 -0.12 0.06
C 14.4924 8.4645 9.0618 -0.28 -0.83 -0.09
O 14.0145 7.2326 9.5716 -1.94 0.21 -0.31
C 14.8809 6.4546 10.3294 0.58 0.93 -0.02
N 13.8363 10.7365 8.2526 0.61 -0.81 0.37
H 12.0191 9.6676 6.9140 -0.22 -0.15 0.13
H 12.1361 7.9399 7.4246 -0.15 0.04 0.13
H 13.4083 8.7121 6.5221 0.23 0.03 0.00
H 12.6218 9.5662 9.3591 -0.22 -0.73 0.14
H 15.1128 8.9647 9.8054 -0.04 0.33 0.29
H 15.1616 8.1425 8.2639 0.22 0.70 -0.64
H 14.3266 5.6077 10.7339 0.15 0.12 -0.01
H 15.2778 7.1140 11.1013 0.18 -0.30 0.69
H 15.7505 6.1395 9.7526 0.09 -0.40 -0.22
H 14.8194 10.5238 8.1607 0.67 0.89 -0.62
H 13.8048 11.1902 9.1544 0.38 0.59 0.11
C 18.3735 10.1442 11.2541 0.25 0.49 0.25
C 18.8242 11.4432 10.5167 0.71 -2.45 1.23
C 20.1168 12.0291 11.1164 1.37 0.31 1.01
O 21.3392 11.2466 11.1930 -2.31 -1.98 -0.34
C 22.4675 11.9075 11.6532 0.07 0.44 -0.96
N 18.9840 11.1728 9.1037 -0.01 0.85 -0.07
H 17.4542 9.6869 10.8884 -0.19 0.49 -0.30
H 18.2166 10.4171 12.2977 -0.01 -0.24 0.19
H 19.0945 9.3275 11.2194 0.40 0.28 -0.03
H 18.0445 12.1764 10.7232 0.03 0.30 -0.38
H 19.9369 12.3359 12.1467 -0.29 0.46 0.09
H 20.4459 12.8741 10.5117 -0.51 0.68 -0.05
H 22.6591 12.6676 10.8958 0.60 0.58 0.20
H 23.2815 11.1832 11.6237 -0.02 0.08 0.20
H 22.3829 12.3703 12.6365 -0.19 -0.06 0.18
H 19.7479 10.5173 9.0204 0.09 -0.50 -0.03
H 19.4365 12.0380 8.8452 -0.06 0.28 -1.20
C 13.3363 9.8720 12.1821 -0.59 -0.61 1.47
C 13.7355 11.3192 12.3404 -0.60 0.09 -0.36
C 15.1193 11.5635 12.8707 -0.28 -1.51 1.19
O 15.2620 10.9499 14.1753 0.46 0.25 0.00
C 14.4379 11.3497 15.2848 0.75 0.67 -1.16
N 13.6678 11.9295 11.0647 0.33 0.87 -1.44
H 14.0499 9.2057 11.6974 0.27 0.27 0.18
H 12.3770 9.6887 11.6981 -0.08 0.61 -0.48
H 13.0860 9.5242 13.1844 0.52 -0.55 0.18
H 13.0369 11.8635 12.9759 -0.39 -0.37 0.76
H 15.3964 12.6176 12.8526 -0.11 0.26 0.24
H 15.8008 11.0149 12.2206 0.26 0.07 0.11
H 14.3392 12.4347 15.3160 -0.20 0.24 -0.10
H 14.9968 11.0835 16.1820 -0.26 -0.38 -0.01
H 13.4435 10.9074 15.2242 -0.02 -0.19 0.23
H 12.7598 11.7973 10.6426 -0.19 0.04 0.16
H 13.7543 12.9279 11.1906 0.15 0.29 -0.40
```
Forces are in eV/Å.

Here are the Mulliken charges for atoms 1 to 5, given in e:
1 C -0.20
2 O -0.39
3 H 0.35
4 H 0.27
5 H -0.25

***

[2]
# C2Br2ClO2

2 unconnected molecules or ions with the total composition C2Br2ClO2 (wB97M-V/def2-TZVPD, OMol25).

Summary:
**HOMO level**: -3.40 eV
**Energy above the lowest of the compared OMol25 structures with the same formula, charge and spin**: 0.3635 eV
**Charge**: -1
**Multiplicity**: 1

The geometry in XYZ format:
```
7
Properties=species:S:1:pos:R:3:forces:R:3
C -2.0234 -0.4656 0.9103 -1.03 -0.27 -4.55
C 1.8947 0.3346 -1.0836 -0.22 -0.58 -1.36
O -1.5565 -0.5590 1.9334 1.05 0.04 3.32
O -2.4615 -0.4454 -0.1770 -0.04 0.24 1.21
Cl 2.8752 1.0845 0.1768 0.19 -0.08 0.96
Br 0.3184 1.5623 -1.3140 -0.28 0.18 0.09
Br 0.9531 -1.5114 -0.4459 0.35 0.46 0.33
```
Forces are in eV/Å.

Here are the natural (NBO) charges for atoms 1 to 5, given in e:
1 C 1.03
2 C -0.40
3 O -0.51
4 O -0.53
5 Cl -0.13

***

Question: What is the formula in the second record?
Answer: C2Br2ClO2